Record 1
ORCA calculation (ωB97M-V with the def2-TZVPD basis set) on C11H18CoN6O4Te as an isolated structure.

The geometry in XYZ format:
```
41
Properties=species:S:1:pos:R:3:forces:R:3
Co -0.99513 -0.03092 -1.07843 0.47 -0.35 0.58
N -0.56650 -0.63272 -2.96778 0.10 -0.05 -0.17
N -0.71639 0.49646 -3.83666 0.14 0.04 0.05
C -0.90080 1.70928 -3.27013 -0.21 -0.06 0.09
N -0.93704 2.84198 -3.91721 0.03 -0.03 -0.04
N -1.08290 1.53906 -1.94846 0.19 0.29 -0.25
N -1.22920 2.37245 -0.89853 0.01 -0.07 0.22
O -1.30857 3.54698 -0.92742 -0.01 -0.06 -0.01
O -1.24490 1.60534 0.12906 -0.36 0.27 -0.23
H 0.38286 -0.98859 -3.08173 -0.03 -0.11 -0.06
H -1.22773 -1.36113 -3.24255 -0.10 0.08 -0.03
H -0.57186 0.36200 -4.82953 0.01 0.02 -0.01
H -0.79122 2.90276 -4.91773 -0.01 -0.01 0.00
H -1.14601 3.70333 -3.42596 0.00 0.02 0.00
N -4.31991 -3.51292 -0.34513 0.03 0.02 0.01
C -3.15603 -2.98800 0.44323 -0.03 -0.02 -0.04
C -2.38989 -1.98230 -0.39672 0.05 0.16 -0.39
O -1.31435 -1.50598 0.10815 -0.13 -0.16 -0.32
O -2.82541 -1.61968 -1.50876 0.04 0.00 0.66
H -5.08930 -3.80973 0.26145 -0.01 0.00 0.01
H -4.06077 -4.31554 -0.92409 0.00 -0.01 -0.01
H -4.65633 -2.78073 -0.98307 -0.01 0.00 -0.01
H -2.52414 -3.81644 0.75544 0.02 0.01 0.00
H -3.53580 -2.48988 1.33453 0.00 0.01 0.01
C 1.36860 -0.89605 1.60510 -0.06 0.03 0.00
Te 1.45707 -0.05598 -0.35047 -0.04 -0.10 -0.14
C 1.94453 1.76730 0.65056 -0.09 0.05 0.01
C 2.67034 1.23557 1.86753 -0.02 0.05 -0.05
C 3.59076 2.03292 2.53601 0.04 -0.01 0.00
C 4.21427 1.54706 3.67526 -0.01 0.01 -0.01
C 3.93676 0.26553 4.13398 -0.01 -0.02 0.00
C 3.03303 -0.53991 3.45798 0.03 0.00 0.00
C 2.38968 -0.04972 2.32805 -0.04 -0.07 0.04
H 1.64019 -1.94703 1.53200 -0.01 0.00 0.00
H 0.34235 -0.80183 1.95865 0.02 0.03 0.04
H 1.02043 2.29645 0.88136 0.01 0.01 0.04
H 2.57464 2.36672 -0.00349 0.00 -0.01 -0.01
H 3.82259 3.02646 2.17343 0.00 -0.01 0.00
H 4.93099 2.16552 4.19778 0.00 0.00 0.00
H 4.43801 -0.11431 5.01355 0.00 0.00 0.00
H 2.83311 -1.54379 3.81076 0.00 0.00 0.00
```
Forces are in eV/Å.

The energy is -73718.9331 eV. Its spin multiplicity is 1. As for the HOMO energy (alpha / beta): -16.72 / -16.72 eV. Its energy above the lowest of the compared OMol25 structures with the same formula, charge and spin is 40.6 kJ/mol. Its maximum force is 0.0161 Eh/bohr. As for the gap between HOMO and LUMO (alpha / beta): 5.24 / 5.26 eV. The charge is +3. As for the molecular weight: 484.836 g mol⁻¹.

Need the natural (NBO) charges? In units of e they are:
1 Co 0.998
2 N -0.606
3 N -0.408
4 C 0.659
5 N -0.694
6 N -0.492
7 N 0.648
8 O -0.202
9 O -0.418
10 H 0.421
11 H 0.445
12 H 0.449
13 H 0.460
14 H 0.466
15 N -0.668
16 C -0.342
17 C 0.768
18 O -0.702
19 O -0.717
20 H 0.467
21 H 0.457
22 H 0.469
23 H 0.277
24 H 0.278
25 C -0.578
26 Te 0.979
27 C -0.619
28 C -0.005
29 C -0.204
30 C -0.152
31 C -0.155
32 C -0.166
33 C -0.135
34 H 0.266
35 H 0.258
36 H 0.249
37 H 0.264
38 H 0.238
39 H 0.254
40 H 0.253
41 H 0.236

Record 2
ORCA calculation (ωB97M-V with the def2-TZVPD basis set) on a 2-piece molecular cluster, C19H21F3INO3S overall at a distorted geometry.

The geometry in XYZ format:
```
49
Properties=species:S:1:pos:R:3:forces:R:3
C 2.83825 -1.08727 -3.92279 1.14 0.66 0.06
C 1.88684 -1.67213 -2.87502 -0.60 -2.91 -1.31
C 1.81299 -3.23120 -2.87053 1.29 -1.02 0.47
C 2.16118 -1.10090 -1.35772 0.27 -0.88 -0.17
C 1.54979 -1.46659 -0.12236 0.39 -0.15 -0.25
I 0.75649 -3.40630 0.19361 -0.66 0.25 0.57
C 1.77935 -0.78664 1.07349 -0.10 0.36 -0.12
C 2.67578 0.27954 1.11110 -0.02 -0.11 -0.74
C 3.54591 0.38542 0.04036 -0.14 0.40 0.17
C 3.29721 -0.31889 -1.13778 0.03 0.55 -0.21
O 0.72069 -1.59886 -3.49923 -3.71 3.56 0.84
S -0.16127 1.81963 -0.24516 1.85 -1.04 -3.34
C -1.08709 1.53447 -1.86323 0.29 0.46 -0.80
F -1.52097 0.27874 -2.01160 0.27 0.84 0.08
F -2.19507 2.36102 -1.84600 0.60 -0.66 -0.15
F -0.35025 1.83241 -2.95158 -0.62 0.02 1.65
H 3.89655 -1.33848 -3.81358 0.32 0.18 0.13
H 2.55644 -1.37425 -4.94977 -0.22 -0.36 0.77
H 2.70274 0.00946 -3.92433 0.24 -0.26 0.16
H 2.70208 -3.74907 -2.50824 0.40 -0.59 0.33
H 0.93311 -3.54439 -2.27586 0.82 0.39 -0.66
H 1.58003 -3.58448 -3.89546 0.53 0.51 0.47
H 1.35411 -1.08473 2.02351 -0.42 -0.22 -0.18
H 2.66497 1.02304 1.89357 0.32 -0.34 0.46
H 4.40108 1.05046 0.14467 -0.11 -0.07 -0.32
H 4.02302 -0.24035 -1.93415 -0.13 0.20 -0.17
C 1.16317 2.58607 4.54270 0.06 0.28 0.53
C -0.13023 2.18528 3.89416 0.91 -0.40 0.20
O 0.09044 1.80503 2.47545 -1.99 -0.27 0.50
C -1.06079 1.16676 2.13768 0.33 -1.28 2.78
C -1.49985 1.41169 0.76252 -2.09 0.14 -0.38
N -2.57433 0.38635 0.40216 0.11 0.10 0.92
C -2.43377 -0.91407 0.06707 0.67 -0.05 -0.27
C -3.55778 -1.63916 -0.34064 0.67 -0.22 0.49
C -4.82288 -1.09859 -0.22455 0.10 0.19 -0.17
C -4.93699 0.16637 0.32059 -0.09 0.60 0.61
C -3.80307 0.84738 0.66924 -0.21 0.76 -0.35
O -1.72749 0.51362 2.93208 0.54 0.83 -1.80
H 0.97321 2.54782 5.63018 0.18 0.32 -0.37
H 2.00171 1.89921 4.37118 -0.41 0.03 -0.24
H 1.45637 3.59343 4.24879 0.16 -0.05 0.11
H -0.55168 1.32469 4.41823 0.16 0.29 -0.23
H -0.87830 2.97828 3.83500 0.16 0.09 0.35
H -2.00814 2.39661 0.73210 -0.52 -0.85 0.56
H -1.41537 -1.32941 0.15278 -0.50 0.13 -0.55
H -3.43962 -2.65845 -0.68570 0.26 0.10 0.05
H -5.70330 -1.65067 -0.52172 0.06 -0.06 -0.05
H -5.86258 0.67847 0.54068 -0.20 -0.32 -0.13
H -3.80267 1.81365 1.16408 -0.40 -0.12 -0.32
```
Forces are in eV/Å.

The energy is -54757.6541 eV. Its spin multiplicity is 1. As for the HOMO energy: -4.83 eV. Its energy above the lowest of the compared OMol25 structures with the same formula, charge and spin is 306.3 kJ/mol. Its maximum force is 0.1013 Eh/bohr. As for the gap between HOMO and LUMO: 2.96 eV. The charge is 0. As for the molecular weight: 527.346 g mol⁻¹.

Need the natural (NBO) charges? In units of e they are:
1 C -0.631
2 C 0.243
3 C -0.619
4 C -0.048
5 C -0.157
6 I 0.115
7 C -0.305
8 C -0.235
9 C -0.239
10 C -0.161
11 O -0.934
12 S 0.325
13 C 0.873
14 F -0.298
15 F -0.355
16 F -0.282
17 H 0.166
18 H 0.229
19 H 0.196
20 H 0.141
21 H 0.197
22 H 0.217
23 H 0.217
24 H 0.206
25 H 0.210
26 H 0.219
27 C -0.639
28 C -0.078
29 O -0.503
30 C 0.781
31 C -0.337
32 N -0.278
33 C 0.147
34 C -0.218
35 C -0.089
36 C -0.244
37 C 0.109
38 O -0.566
39 H 0.227
40 H 0.235
41 H 0.217
42 H 0.223
43 H 0.182
44 H 0.273
45 H 0.283
46 H 0.265
47 H 0.245
48 H 0.249
49 H 0.227

Record 3
ORCA calculation (ωB97M-V with the def2-TZVPD basis set) on one molecule with the formula C3H3FN2 at a distorted geometry.

The geometry in XYZ format:
```
9
Properties=species:S:1:pos:R:3:forces:R:3
C 0.99877 0.03803 -0.04078 -2.30 1.36 -1.10
C -0.70539 0.04571 0.05834 5.69 0.10 -0.31
C -1.20250 -1.25787 -0.01958 -1.35 -0.98 -0.95
N -1.48180 -2.34113 -0.29099 0.06 0.20 0.43
N -1.32743 1.12772 0.16956 -1.56 -0.49 0.49
F -0.43529 2.13557 0.35131 0.20 1.15 -0.25
H 1.31740 0.97955 0.37812 0.14 -0.02 0.27
H 1.40378 0.03845 -1.08700 -1.01 -0.20 0.70
H 1.43246 -0.76603 0.48102 0.12 -1.12 0.71
```
Forces are in eV/Å.

The energy is -8853.7868 eV. Its spin multiplicity is 1. As for the HOMO energy: -11.56 eV. Its energy above the lowest of the compared OMol25 structures with the same formula, charge and spin is 317.6 kJ/mol. Its maximum force is 0.1108 Eh/bohr. As for the SMILES: C/C(C#N)=N\F. As for the gap between HOMO and LUMO: 11.26 eV. The charge is 0. As for the molecular weight: 86.069 g mol⁻¹.

Need the natural (NBO) charges? In units of e they are:
1 C -0.627
2 C 0.118
3 C 0.214
4 N -0.228
5 N 0.048
6 F -0.228
7 H 0.239
8 H 0.239
9 H 0.225